P:
C7H4 | ωB97M-V/def2-TZVPD

**SMILES**: C#CC(C#C)C#C
**Charge**: 0
**HOMO-LUMO gap**: 9.91 eV

Geometry (Å):
C  -2.33  -0.82  0.58
C  -1.35  -0.20  0.50
C  -0.23  0.77  0.30
C  1.03  -0.06  0.83
C  1.65  -1.18  1.24
C  0.10  0.94  -1.27
C  1.00  0.81  -2.25
H  -3.42  -0.84  0.57
H  -0.32  1.73  0.95
H  2.03  -2.20  1.63
H  1.83  1.06  -3.08

=====

Q:
C7H4 | ωB97M-V/def2-TZVPD

**Charge**: 0
**HOMO-LUMO gap (alpha / beta)**: 7.40 / 8.07 eV

Geometry (Å):
C  2.55  -0.54  -0.73
C  1.40  -0.38  0.15
C  2.53  0.16  0.54
C  -0.81  1.78  0.57
C  -0.02  -0.81  0.21
C  -1.14  1.32  -0.57
C  -1.07  0.29  0.56
H  -0.05  -1.29  -0.88
H  -0.02  -1.68  0.88
H  -1.39  1.50  -1.64
H  -1.97  -0.35  0.92

=====

Quick one: least stable of them? Q

=====

P:
CH2N4OS | ωB97M-V/def2-TZVPD

**SMILES**: On1[nH]nnc1=S
**Charge**: 0
**HOMO-LUMO gap**: 8.15 eV

Geometry (Å):
O  0.52  -0.79  -1.76
N  0.17  -0.73  -0.42
N  0.70  -1.54  0.55
N  0.38  -1.03  1.77
N  -0.11  0.15  1.55
C  -0.23  0.40  0.21
S  -0.72  1.78  -0.61
H  0.15  0.08  -2.08
H  0.68  -2.58  0.49

=====

Q:
CH2N4OS | ωB97M-V/def2-TZVPD

**Charge**: 0
**HOMO-LUMO gap**: 9.17 eV

Geometry (Å):
C  0.40  0.36  -1.10
H  -0.60  -2.86  1.12
H  -0.04  0.53  1.76
N  0.11  -0.40  0.00
N  -0.32  0.70  0.87
N  0.21  1.77  0.48
N  0.78  1.75  -0.63
O  0.42  -0.03  -2.25
S  -0.97  -1.81  -0.25

=====

Quick one: least stable of them? Q

=====

P:
CH2N4OS | ωB97M-V/def2-TZVPD

**SMILES**: On1[nH]nnc1=S
**Charge**: 0
**HOMO-LUMO gap**: 8.48 eV

Geometry (Å):
O  0.37  1.69  -0.07
N  -0.03  0.42  0.21
N  -1.30  0.05  -0.10
N  -1.32  -1.28  -0.07
N  -0.12  -1.73  -0.02
C  0.77  -0.66  0.08
S  2.41  -0.58  -0.02
H  1.30  1.56  -0.33
H  -2.08  0.54  0.32

=====

Q:
CH2N4OS | ωB97M-V/def2-TZVPD

**SMILES**: On1[nH]nnc1=S
**Charge**: 0
**HOMO-LUMO gap**: 8.65 eV

Geometry (Å):
O  -0.62  -1.57  -1.11
N  -0.30  -0.85  0.00
N  0.46  -1.36  1.07
N  1.00  -0.39  1.62
N  0.79  0.73  1.12
C  -0.01  0.44  -0.02
S  -0.48  1.61  -1.11
H  -0.98  -0.73  -1.63
H  0.02  -2.10  1.72

=====

Quick one: least stable of them? Q

=====

P:
C18H36O18 | ωB97M-V/def2-TZVPD

**SMILES**: COC(=O)OC.COC(=O)OC.COC(=O)OC.COC(=O)OC.COC(=O)OC.COC(=O)OC
**Charge**: 0
**HOMO-LUMO gap**: 10.46 eV

Geometry (Å):
C  -4.62  -3.25  -5.97
O  -3.75  -3.80  -4.99
C  -2.96  -3.03  -4.20
O  -3.45  -1.93  -3.70
O  -1.83  -3.63  -3.73
C  -0.94  -2.96  -2.83
H  -5.12  -4.10  -6.56
H  -4.16  -2.68  -6.75
H  -5.41  -2.60  -5.61
H  -1.60  -2.65  -1.94
H  -0.74  -1.95  -3.17
H  -0.05  -3.41  -2.46
C  0.40  -1.40  1.46
O  -0.02  -0.98  0.19
C  0.73  -0.19  -0.44
O  1.90  0.18  -0.02
O  0.20  0.22  -1.58
C  0.75  1.14  -2.53
H  0.53  -0.74  2.17
H  0.90  -2.36  1.38
H  -0.43  -1.88  2.02
H  0.75  2.24  -2.19
H  0.07  0.97  -3.27
H  1.73  0.88  -2.72
C  -2.40  -4.32  4.32
O  -2.76  -4.39  2.97
C  -3.00  -3.16  2.33
O  -3.18  -2.15  2.93
O  -3.22  -3.23  1.06
C  -3.62  -2.15  0.22
H  -2.97  -3.80  5.13
H  -1.38  -3.97  4.38
H  -2.49  -5.16  4.61
H  -3.86  -2.51  -0.81
H  -2.74  -1.48  0.02
H  -4.40  -1.53  0.68
C  -0.68  5.51  -4.19
O  0.63  5.62  -3.67
C  1.55  4.67  -3.74
O  1.24  3.53  -4.18
O  2.88  5.03  -3.48
C  3.99  4.08  -3.65
H  -1.24  5.17  -3.25
H  -0.93  4.64  -4.86
H  -1.12  6.45  -4.44
H  4.86  4.46  -3.43
H  4.16  4.22  -4.79
H  3.67  3.16  -2.92
C  0.71  3.18  4.64
O  -0.11  3.65  3.62
C  -0.26  2.97  2.51
O  -0.01  1.77  2.42
O  -0.78  3.72  1.53
C  -1.17  3.08  0.31
H  1.68  2.86  4.12
H  0.44  2.25  5.09
H  0.84  4.11  5.33
H  -0.51  2.41  -0.06
H  -1.35  3.71  -0.50
H  -2.22  2.65  0.47
C  4.61  0.26  2.35
O  4.00  -0.98  2.55
C  3.88  -1.48  3.92
O  4.19  -0.71  4.72
O  3.37  -2.69  4.03
C  3.20  -3.22  5.36
H  4.13  1.00  2.90
H  4.34  0.71  1.32
H  5.54  0.29  2.61
H  4.22  -3.21  5.98
H  3.21  -4.28  5.31
H  2.19  -2.90  5.71

=====

Q:
C18H36O18 | ωB97M-V/def2-TZVPD

**SMILES**: COC(=O)OC.COC(=O)OC.COC(=O)OC.COC(=O)OC.COC(=O)OC.COC(=O)OC
**Charge**: 0
**HOMO-LUMO gap**: 11.14 eV

Geometry (Å):
C  6.36  5.81  -2.74
O  5.01  5.48  -3.05
C  4.53  4.40  -2.45
O  5.13  3.70  -1.68
O  3.26  4.26  -2.84
C  2.63  3.00  -2.74
H  7.07  5.09  -3.13
H  6.51  5.95  -1.67
H  6.54  6.73  -3.29
H  3.34  2.17  -2.67
H  2.14  2.76  -3.69
H  1.87  2.96  -1.96
C  -1.87  -5.77  -0.84
O  -0.95  -4.73  -1.06
C  -0.01  -4.94  -1.97
O  -0.07  -5.65  -2.93
O  1.01  -4.15  -1.62
C  2.17  -4.13  -2.43
H  -2.35  -6.21  -1.73
H  -2.70  -5.42  -0.24
H  -1.42  -6.67  -0.41
H  2.83  -3.35  -2.07
H  1.90  -3.97  -3.48
H  2.65  -5.12  -2.35
C  -4.80  -0.24  2.28
O  -5.68  0.45  1.42
C  -5.15  1.00  0.34
O  -3.98  1.13  0.13
O  -6.13  1.40  -0.45
C  -5.73  2.18  -1.59
H  -4.11  0.45  2.77
H  -4.12  -0.85  1.66
H  -5.33  -0.90  2.96
H  -5.14  3.02  -1.21
H  -6.65  2.60  -2.00
H  -5.16  1.57  -2.28
C  1.07  -0.82  -3.49
O  0.03  -0.63  -2.55
C  0.35  -0.05  -1.40
O  1.44  0.21  -0.99
O  -0.78  0.14  -0.75
C  -0.78  0.32  0.67
H  1.88  -1.43  -3.08
H  1.48  0.15  -3.79
H  0.70  -1.29  -4.39
H  -0.94  1.35  0.94
H  0.16  -0.10  1.02
H  -1.54  -0.35  1.07
C  -2.58  -2.08  4.64
O  -2.87  -3.47  4.52
C  -2.12  -4.17  3.71
O  -1.14  -3.82  3.12
O  -2.62  -5.42  3.67
C  -1.90  -6.37  2.92
H  -2.98  -1.59  3.75
H  -1.51  -1.84  4.61
H  -2.98  -1.69  5.57
H  -2.04  -6.18  1.85
H  -2.27  -7.36  3.17
H  -0.81  -6.36  3.03
C  1.62  5.95  1.60
O  1.53  5.05  2.70
C  2.09  3.85  2.67
O  2.00  3.07  3.55
O  2.79  3.70  1.55
C  3.39  2.44  1.33
H  1.04  5.59  0.75
H  2.65  6.09  1.29
H  1.17  6.85  2.00
H  4.14  2.21  2.09
H  3.97  2.48  0.41
H  2.74  1.57  1.25

=====

Quick one: least stable of them? P

=====

P:
C22H43CoN2OP3 | ωB97M-V/def2-TZVPD

**Charge**: +3
**HOMO-LUMO gap (alpha / beta)**: 7.89 / 3.92 eV
**Spin multiplicity**: 5

Geometry (Å):
Co  -0.76  -0.08  0.02
P  -3.01  0.76  -0.18
P  -1.28  -1.31  1.65
P  -0.04  1.09  -1.69
H  -0.16  -4.41  0.20
C  0.79  -4.14  -0.30
C  1.94  -4.09  0.40
H  1.96  -4.27  1.49
C  -3.96  -0.35  -1.28
C  -4.10  0.75  1.31
C  -3.51  2.41  -0.79
C  0.33  -2.04  1.93
C  -1.59  -0.54  3.30
C  -2.50  -2.64  1.47
C  1.76  1.42  -1.79
C  -0.59  2.75  -2.25
C  -0.53  0.05  -3.10
H  0.78  -4.26  -1.38
H  2.91  -4.11  -0.12
H  -4.96  0.09  -1.41
H  -4.04  -1.35  -0.83
H  -3.46  -0.43  -2.26
H  -5.09  1.08  0.96
H  -3.73  1.48  2.04
H  -4.19  -0.24  1.77
H  -4.61  2.38  -0.89
H  -3.07  2.65  -1.76
H  -3.25  3.19  -0.07
H  0.35  -2.41  2.96
H  1.19  -1.37  1.70
H  0.45  -2.90  1.29
H  -1.83  -1.29  4.07
H  -2.43  0.15  3.19
H  -0.71  0.03  3.62
H  -2.31  -3.50  2.11
H  -2.52  -2.98  0.42
H  -3.50  -2.24  1.71
H  1.94  2.37  -2.32
H  2.26  0.59  -2.29
H  2.17  1.52  -0.78
H  0.23  3.23  -2.80
H  -0.84  3.38  -1.39
H  -1.46  2.67  -2.91
H  0.32  -0.03  -3.79
H  -1.38  0.52  -3.61
H  -0.82  -0.95  -2.75
C  3.78  -1.47  -1.03
C  2.40  -1.62  -1.29
C  2.00  -1.91  -2.59
C  2.94  -1.75  -3.63
C  4.27  -1.44  -3.37
C  4.72  -1.27  -2.06
O  4.27  -1.44  0.26
H  3.97  -2.24  0.73
H  1.67  -1.56  -0.44
H  0.98  -2.25  -2.80
H  2.57  -1.88  -4.66
H  4.97  -1.33  -4.19
H  5.70  -0.92  -1.78
N  1.80  4.32  3.77
C  1.25  3.42  2.90
C  -0.04  3.63  2.36
C  -0.57  2.68  1.51
N  0.10  1.55  1.19
C  1.37  1.37  1.63
C  1.96  2.26  2.52
H  1.32  5.15  4.07
H  2.71  4.17  4.17
H  -0.60  4.53  2.60
H  -1.57  2.79  1.07
H  1.93  0.51  1.25
H  2.95  2.07  2.93

=====

Q:
C22H43CoN2OP3 | ωB97M-V/def2-TZVPD

**Charge**: +3
**HOMO-LUMO gap (alpha / beta)**: 8.05 / 4.18 eV
**Spin multiplicity**: 5

Geometry (Å):
Co  -0.28  -0.07  -0.04
P  -0.96  1.96  0.18
P  -0.70  -0.97  1.83
P  -0.01  -0.07  -2.13
H  -2.86  -6.22  0.58
C  -2.08  -6.39  -0.15
C  -0.83  -6.74  0.19
H  -0.51  -6.86  1.23
C  -2.75  2.13  -0.21
C  -0.83  2.73  1.85
C  -0.31  3.39  -0.79
C  -0.70  -2.69  2.43
C  0.31  -0.25  3.20
C  -2.45  -0.52  2.17
C  0.91  -1.51  -2.74
C  0.82  1.26  -3.11
C  -1.66  -0.15  -2.91
H  -2.37  -6.46  -1.20
H  -0.12  -7.09  -0.56
H  -3.06  3.17  -0.08
H  -3.34  1.49  0.45
H  -2.93  1.83  -1.25
H  -1.45  3.63  1.90
H  0.21  3.02  2.03
H  -1.15  2.05  2.64
H  -1.05  4.20  -0.80
H  -0.08  3.12  -1.82
H  0.60  3.78  -0.33
H  -0.84  -2.61  3.52
H  0.26  -3.18  2.23
H  -1.53  -3.27  2.02
H  -0.15  -0.49  4.17
H  0.41  0.83  3.09
H  1.30  -0.72  3.13
H  -2.88  -1.26  2.86
H  -2.98  -0.56  1.21
H  -2.52  0.48  2.60
H  1.58  -1.20  -3.56
H  0.20  -2.26  -3.09
H  1.51  -1.93  -1.92
H  1.32  0.79  -3.96
H  1.57  1.78  -2.49
H  0.07  1.97  -3.47
H  -1.60  -0.82  -3.78
H  -1.96  0.86  -3.22
H  -2.39  -0.55  -2.18
C  0.13  -4.37  -0.89
C  -1.08  -3.62  -0.84
C  -1.86  -3.61  -1.99
C  -1.42  -4.20  -3.18
C  -0.15  -4.78  -3.23
C  0.67  -4.79  -2.12
O  0.76  -4.95  0.20
H  0.25  -4.94  1.03
H  -1.47  -3.25  0.10
H  -2.85  -3.20  -1.93
H  -2.11  -4.28  -4.02
H  0.20  -5.25  -4.14
H  1.64  -5.31  -2.12
N  5.83  0.51  1.49
C  4.56  0.41  1.05
C  3.81  1.57  0.77
C  2.48  1.44  0.37
N  1.88  0.24  0.24
C  2.61  -0.88  0.43
C  3.94  -0.83  0.84
H  6.27  1.42  1.65
H  6.38  -0.31  1.72
H  4.26  2.55  0.88
H  1.89  2.33  0.15
H  2.09  -1.83  0.26
H  4.49  -1.76  1.03

=====

Quick one: least stable of them? P

=====

P:
C24H20AsBrN4O4S10SbW | ωB97M-V/def2-TZVPD

**Charge**: -1
**HOMO-LUMO gap**: 6.01 eV

Geometry (Å):
W  -0.90  -2.55  0.44
S  -2.11  -4.13  2.02
As  -0.02  -4.65  2.36
S  0.56  -2.46  2.32
S  0.57  -4.79  0.28
S  0.64  -5.84  3.89
C  4.45  1.44  -1.05
O  3.18  1.82  -0.57
C  2.80  1.32  0.63
C  3.61  0.56  1.45
C  3.12  0.10  2.68
Br  4.26  -0.92  3.79
C  1.84  0.36  3.07
C  0.99  1.09  2.22
C  1.48  1.62  1.02
O  0.76  2.40  0.21
C  -0.43  1.23  2.52
N  -1.23  2.11  1.98
C  -2.49  1.81  2.47
C  -3.73  2.41  2.20
C  -4.85  1.85  2.78
C  -4.76  0.72  3.61
C  -3.54  0.13  3.90
C  -2.42  0.70  3.32
N  -1.08  0.37  3.36
H  5.25  1.84  -0.41
H  4.54  1.87  -2.05
H  4.55  0.35  -1.11
H  4.62  0.31  1.16
H  1.47  -0.01  4.02
H  -0.14  2.51  0.61
H  -3.79  3.27  1.55
H  -5.82  2.27  2.57
H  -5.67  0.29  4.02
H  -3.47  -0.75  4.52
H  -0.72  -0.53  3.64
O  2.25  0.42  -3.75
C  2.81  -0.59  -3.08
C  4.05  -1.04  -3.51
C  4.70  -2.06  -2.84
C  4.13  -2.65  -1.72
C  2.89  -2.23  -1.30
C  2.20  -1.21  -1.96
C  0.88  -0.78  -1.48
O  0.37  -1.47  -0.46
N  0.27  0.21  -2.02
N  -0.90  0.56  -1.38
C  -1.62  1.37  -2.05
S  -3.06  2.03  -1.29
C  -3.78  2.58  -2.85
C  -2.66  3.11  -3.72
S  -1.31  1.90  -3.69
H  1.40  0.65  -3.30
H  4.49  -0.56  -4.38
H  5.67  -2.39  -3.20
H  4.64  -3.45  -1.19
H  2.42  -2.69  -0.43
H  -4.51  3.36  -2.63
H  -4.28  1.73  -3.33
H  -2.29  4.07  -3.35
H  -2.97  3.23  -4.76
S  -5.40  -3.60  -0.41
Sb  -3.76  -2.50  -1.40
S  -1.69  -3.74  -1.41
S  -2.62  -1.22  0.64
S  -3.84  -1.12  -3.15

=====

Q:
C24H20AsBrN4O4S10SbW | ωB97M-V/def2-TZVPD

**Charge**: -1
**HOMO-LUMO gap**: 4.84 eV

Geometry (Å):
W  -0.01  1.67  -0.43
S  2.27  3.99  -3.01
As  2.42  3.58  -0.93
S  0.54  3.96  0.14
S  2.32  1.38  -0.44
S  4.08  4.50  -0.10
C  1.84  1.34  2.95
O  1.34  0.25  2.17
C  2.16  -0.84  2.04
C  3.15  -1.11  2.97
C  3.97  -2.22  2.81
Br  5.31  -2.58  4.11
C  3.84  -3.05  1.73
C  2.85  -2.77  0.78
C  2.00  -1.69  0.93
O  1.03  -1.37  0.03
C  2.77  -3.71  -0.37
N  3.14  -4.96  -0.29
C  2.91  -5.47  -1.56
C  3.12  -6.77  -2.05
C  2.79  -7.02  -3.36
C  2.26  -6.01  -4.19
C  2.04  -4.73  -3.73
C  2.39  -4.49  -2.40
N  2.30  -3.36  -1.60
H  2.87  1.58  2.66
H  1.79  1.10  4.02
H  1.19  2.18  2.73
H  3.30  -0.48  3.83
H  4.48  -3.91  1.58
H  0.65  -2.12  -0.45
H  3.52  -7.53  -1.40
H  2.95  -8.01  -3.77
H  2.00  -6.25  -5.21
H  1.60  -3.96  -4.35
H  2.01  -2.45  -1.92
O  -1.36  0.81  3.74
C  -2.50  1.52  3.71
C  -3.27  1.47  4.88
C  -4.48  2.13  4.95
C  -4.96  2.85  3.85
C  -4.20  2.90  2.71
C  -2.97  2.25  2.61
C  -2.20  2.34  1.35
O  -0.95  1.94  1.40
N  -2.75  2.78  0.28
N  -1.90  2.76  -0.85
C  -2.46  3.35  -1.85
S  -1.67  3.76  -3.34
C  -3.22  4.05  -4.22
C  -4.14  4.79  -3.27
S  -4.11  3.93  -1.68
H  -0.89  0.87  2.89
H  -2.89  0.90  5.71
H  -5.06  2.08  5.86
H  -5.91  3.36  3.90
H  -4.54  3.45  1.84
H  -3.62  3.08  -4.50
H  -2.99  4.64  -5.11
H  -5.17  4.78  -3.63
H  -3.81  5.82  -3.13
S  -0.68  -2.42  -2.89
Sb  -1.62  -0.38  -2.56
S  -1.64  -0.10  -0.21
S  0.21  1.33  -2.70
S  -3.46  0.33  -3.63

=====

Quick one: least stable of them? Q